(1)
Molecular formula: C9H4F6FeI2N2O8S2
Method: DFT, ωB97M-V with the def2-TZVPD basis set

Last column: Mulliken spin population.
Geometry (Å):
Fe (0.157, 0.572, -1.792)  4.32
F (-5.145, 0.366, -2.248)  0.00
C (-4.071, -0.269, -2.668)  0.01
F (-4.330, -1.543, -2.869)  0.00
F (-3.611, 0.290, -3.776)  0.00
S (-2.769, -0.143, -1.340)  0.01
O (-1.504, -0.348, -2.139)  0.10
O (-3.032, -1.114, -0.349)  0.01
N (-2.798, 1.316, -0.786)  0.00
S (-2.175, 2.559, -1.506)  0.01
O (-2.904, 3.161, -2.560)  0.00
O (-0.726, 2.292, -1.841)  0.08
C (-2.039, 3.736, -0.082)  0.00
F (-1.380, 3.156, 0.903)  0.00
F (-1.373, 4.790, -0.518)  0.00
F (-3.250, 4.074, 0.300)  0.00
O (1.331, -0.989, -1.360)  0.13
C (1.336, -0.610, -0.137)  -0.07
O (0.720, 0.504, 0.073)  0.20
C (1.968, -1.366, 0.927)  0.03
C (2.519, -2.621, 0.655)  0.00
C (3.112, -3.342, 1.676)  0.00
C (3.161, -2.813, 2.959)  0.01
C (2.609, -1.566, 3.198)  0.00
C (2.004, -0.824, 2.210)  0.01
N (2.666, -1.005, 4.568)  0.00
O (3.193, -1.683, 5.420)  0.00
O (2.188, 0.098, 4.729)  0.00
H (2.472, -3.019, -0.349)  0.01
H (3.536, -4.315, 1.479)  0.00
H (3.619, -3.351, 3.777)  0.00
H (1.578, 0.143, 2.435)  0.01
I (1.914, 0.829, -3.908)  0.11
I (1.023, 3.034, -5.080)  0.01

Properties
Expectation value of S²: 8.76
LUMO (spin up / spin down): -5.76 / -6.52 eV
Gap between HOMO and LUMO (spin up / spin down): 7.7 / 6.9 eV
E: -4311.13737 hartree
E_HOMO (spin up / spin down): -13.4 / -13.4 eV
Total charge: +1
Multiplicity: 6
Maximum force: 0.20 eV Å⁻¹


(2)
Molecular formula: C4H9N2
Method: DFT, ωB97M-V with the def2-TZVPD basis set

Last column: Löwdin charge in e.
Geometry (Å):
C (1.700, 0.084, 0.732)  0.05
C (0.029, -0.854, 0.603)  0.03
C (-1.342, -0.778, -2.416)  0.10
C (-0.280, 1.636, 1.281)  0.01
N (0.397, 0.431, 0.925)  -0.08
N (1.345, -1.199, 0.395)  0.13
H (2.624, 0.607, 0.826)  0.16
H (-0.888, -1.397, 0.649)  0.15
H (-1.493, -1.839, -2.390)  -0.01
H (-0.443, -0.380, -2.844)  -0.01
H (-2.133, -0.121, -2.115)  -0.01
H (-0.860, 2.025, 0.442)  0.11
H (-0.955, 1.461, 2.119)  0.11
H (0.460, 2.380, 1.570)  0.11
H (1.840, -2.056, 0.224)  0.17

Properties
Energy above the lowest of the compared OMol25 structures with the same formula, charge and spin: 537.1 kJ/mol
LUMO (spin up / spin down): -5.77 / -3.72 eV
Gap between HOMO and LUMO (spin up / spin down): 6.7 / 10.3 eV
E: -266.89472 hartree
E_HOMO (spin up / spin down): -12.4 / -14.0 eV
Total charge: +1
Maximum force: 1.06 eV Å⁻¹


(3)
Molecular formula: C31H49BrMnN2OP2
Method: DFT, ωB97M-V with the def2-TZVPD basis set

Last column: Mulliken spin population.
Geometry (Å):
C (-1.183, 6.676, -5.686)  0.00
C (-1.457, 5.355, -6.134)  0.08
C (-1.633, 5.179, -7.527)  0.01
C (-1.280, 6.233, -8.384)  0.00
N (-0.877, 7.432, -7.951)  0.00
C (-0.883, 7.667, -6.636)  0.00
C (-1.427, 4.209, -5.261)  0.26
C (-1.031, 3.414, -4.338)  -0.45
C (-0.666, 2.536, -3.246)  -0.15
C (0.308, 2.815, -2.259)  -0.02
C (0.734, 1.819, -1.345)  -0.02
C (0.205, 0.523, -1.429)  0.03
C (-0.884, 0.286, -2.298)  0.08
C (-1.300, 1.280, -3.181)  0.08
Mn (-2.385, 2.414, -5.496)  4.19
P (2.590, -1.449, -1.182)  0.53
H (-1.934, 4.222, -7.965)  0.00
H (-1.124, 6.939, -4.641)  0.00
H (-1.291, 6.082, -9.465)  0.00
H (-0.597, 8.676, -6.323)  0.00
H (-2.220, 1.124, -3.826)  -0.07
H (0.717, 3.824, -2.192)  0.00
H (-1.378, -0.690, -2.223)  -0.01
H (1.462, 2.046, -0.570)  0.00
C (2.919, -2.987, -0.310)  0.05
C (3.814, -3.997, -1.038)  0.01
H (1.942, -3.453, -0.082)  0.00
H (3.377, -2.703, 0.652)  0.00
H (4.023, -4.822, -0.341)  0.00
H (3.316, -4.425, -1.922)  0.00
H (4.775, -3.556, -1.343)  0.00
C (2.311, -1.583, -2.945)  0.00
C (2.982, -0.517, -3.830)  0.02
H (1.225, -1.579, -3.123)  0.02
H (2.679, -2.583, -3.230)  0.00
H (2.791, -0.757, -4.886)  0.00
H (2.579, 0.492, -3.649)  0.00
H (4.074, -0.498, -3.692)  0.00
C (3.648, -0.084, -0.717)  0.04
C (5.145, -0.452, -0.671)  0.02
H (3.304, 0.296, 0.261)  0.01
H (3.475, 0.728, -1.442)  0.00
H (5.727, 0.456, -0.446)  0.00
H (5.366, -1.189, 0.119)  0.00
H (5.508, -0.840, -1.637)  0.00
Br (0.548, -0.866, -0.119)  0.26
P (-2.695, -2.642, -4.238)  0.00
C (-0.912, -3.018, -3.967)  0.00
C (-0.593, -4.508, -4.180)  0.00
H (-0.656, -2.718, -2.941)  0.00
H (-0.336, -2.398, -4.671)  0.00
H (0.483, -4.641, -4.363)  0.00
H (-0.848, -5.113, -3.298)  0.00
H (-1.133, -4.912, -5.047)  0.00
C (-3.323, -2.471, -2.514)  0.00
C (-4.574, -3.342, -2.276)  0.00
H (-3.539, -1.405, -2.342)  0.00
H (-2.514, -2.782, -1.832)  0.00
H (-4.737, -3.465, -1.198)  0.00
H (-5.475, -2.874, -2.693)  0.00
H (-4.468, -4.344, -2.716)  0.00
C (-2.808, -1.074, -5.122)  0.01
C (-3.247, -1.378, -6.564)  -0.01
H (-1.815, -0.598, -5.088)  -0.01
H (-3.551, -0.455, -4.590)  0.00
H (-3.659, -0.481, -7.038)  0.00
H (-2.396, -1.712, -7.174)  0.00
H (-4.017, -2.165, -6.593)  0.00
O (-1.709, 1.549, 0.728)  0.01
C (-1.621, 1.505, 1.959)  -0.01
C (-0.289, 1.460, 2.719)  0.01
C (-0.005, 2.710, 3.531)  0.00
C (-0.744, 2.786, 4.879)  0.00
C (-2.262, 2.811, 4.767)  0.00
C (-2.845, 1.525, 4.177)  0.00
N (-2.741, 1.472, 2.726)  0.00
H (-0.293, 0.559, 3.354)  0.00
H (0.493, 1.332, 1.962)  0.00
H (1.072, 2.731, 3.740)  0.00
H (-0.230, 3.610, 2.939)  0.00
H (-0.440, 1.936, 5.507)  0.00
H (-0.419, 3.696, 5.398)  0.00
H (-2.692, 2.924, 5.768)  0.00
H (-2.589, 3.675, 4.174)  0.00
H (-2.325, 0.655, 4.614)  0.00
H (-3.910, 1.453, 4.426)  0.00
H (-3.597, 1.340, 2.178)  0.00

Properties
Expectation value of S²: 8.84
Energy above the lowest of the compared OMol25 structures with the same formula, charge and spin: 0.0 kJ/mol
LUMO (spin up / spin down): -6.55 / -6.88 eV
Gap between HOMO and LUMO (spin up / spin down): 5.0 / 5.7 eV
E: -5802.34856 hartree
E_HOMO (spin up / spin down): -11.6 / -12.6 eV
Total charge: +2
Multiplicity: 6
Maximum force: 3.57 eV Å⁻¹


(4)
Molecular formula: C14H25NO20S5
Method: DFT, ωB97M-V with the def2-TZVPD basis set

Last column: Löwdin charge in e.
Geometry (Å):
O (27.278, 10.869, -12.671)  -0.24
S (28.510, 11.472, -13.157)  0.76
O (29.585, 11.839, -12.206)  -0.26
O (29.116, 10.589, -14.412)  -0.18
C (28.915, 11.253, -15.628)  -0.20
C (27.871, 12.379, -15.454)  -0.18
O (28.174, 12.808, -14.130)  -0.22
H (29.851, 11.714, -15.943)  0.13
H (28.712, 10.619, -16.492)  0.13
H (26.847, 12.013, -15.376)  0.10
H (28.028, 13.169, -16.189)  0.14
O (17.981, 12.346, -12.112)  -0.24
S (19.425, 12.312, -12.354)  0.74
O (20.128, 11.029, -12.272)  -0.25
O (19.828, 13.053, -13.779)  -0.23
C (21.043, 13.812, -13.747)  -0.15
C (21.384, 13.895, -12.218)  -0.15
O (20.185, 13.521, -11.523)  -0.21
H (21.780, 13.199, -14.267)  0.11
H (20.857, 14.799, -14.171)  0.12
H (21.672, 14.919, -11.979)  0.12
H (22.153, 13.207, -11.867)  0.13
O (24.192, 17.596, -10.905)  -0.28
S (25.183, 18.401, -10.178)  0.79
O (26.472, 17.805, -9.725)  -0.24
O (25.312, 19.891, -10.881)  -0.22
C (24.282, 20.801, -10.464)  -0.15
C (24.000, 20.439, -8.958)  -0.18
O (24.368, 19.076, -8.820)  -0.22
H (24.420, 21.877, -10.565)  0.14
H (23.403, 20.453, -11.006)  0.12
H (22.947, 20.495, -8.680)  0.13
H (24.584, 21.051, -8.270)  0.12
O (24.558, 12.846, -14.161)  -0.24
S (24.932, 13.911, -15.103)  0.71
O (25.081, 13.541, -16.517)  -0.25
O (23.685, 15.029, -15.066)  -0.22
C (24.018, 16.267, -14.562)  -0.19
C (25.471, 16.100, -14.005)  -0.12
O (26.041, 14.893, -14.489)  -0.20
H (24.076, 17.008, -15.359)  0.11
H (23.294, 16.527, -13.790)  0.13
H (25.428, 15.968, -12.924)  0.13
H (26.112, 16.887, -14.403)  0.13
O (26.941, 18.534, -17.669)  -0.28
S (26.946, 17.018, -17.579)  0.78
O (27.921, 16.272, -16.731)  -0.25
O (25.402, 16.506, -17.449)  -0.25
C (24.750, 16.580, -18.684)  -0.18
C (25.807, 15.951, -19.587)  -0.15
O (27.058, 16.477, -19.134)  -0.21
H (23.945, 15.857, -18.552)  0.13
H (24.301, 17.552, -18.886)  0.13
H (25.745, 16.221, -20.641)  0.14
H (25.832, 14.868, -19.468)  0.13
C (21.706, 17.843, -17.831)  -0.11
C (21.167, 16.547, -17.637)  -0.10
C (20.412, 16.306, -18.771)  -0.17
N (20.379, 17.328, -19.642)  0.03
C (21.144, 18.299, -19.052)  -0.14
H (22.567, 18.246, -17.319)  0.09
H (21.436, 15.868, -16.841)  0.09
H (19.843, 15.426, -19.033)  0.11
H (19.958, 17.404, -20.557)  0.16
H (21.359, 19.245, -19.525)  0.10

Properties
LUMO: 0.03 eV
Gap between HOMO and LUMO: 8.8 eV
E: -4098.69833 hartree
E_HOMO: -8.8 eV
Maximum force: 5.03 eV Å⁻¹